The following is a quantum chemistry calculation of a molecular structure, C62H49NO7PS2W, from OMol25.

Each line ends with the Mulliken charge.
CARTESIAN COORDINATES (ANGSTROEM)
W -0.514125 0.854422 0.375281  -0.12
O -0.880684 1.265741 6.488145  -0.56
C -0.798999 1.121817 5.159418  0.62
C -1.334572 0.019836 4.483604  -0.75
C -1.201854 -0.018248 3.116499  0.50
N -0.578255 0.961694 2.465682  0.96
C -0.051859 2.013030 3.091407  0.42
C -0.143504 2.141355 4.453702  -0.89
C 0.682833 2.931013 2.129848  0.03
O 1.212971 3.944844 2.501181  -0.70
O 0.700745 2.450716 0.898358  -0.57
C -1.782235 -1.080385 2.191636  -0.12
O -2.380468 -2.025714 2.625246  -0.70
O -1.572450 -0.802346 0.913962  -0.26
H -1.337224 0.516570 6.890862  0.35
H -1.849030 -0.787156 4.988895  0.51
H 0.284980 2.993334 4.961353  0.69
C 4.728891 -0.879166 5.805109  -1.63
C 3.924842 -0.818993 4.537565  0.95
C 3.508583 -1.988458 3.903947  -0.98
C 2.767544 -1.951955 2.735947  -0.82
C 2.444036 -0.715050 2.191536  0.38
C 2.843502 0.465350 2.796281  -0.36
C 3.581444 0.404404 3.968549  -1.16
S 1.511703 -0.768137 0.670240  1.56
O 0.999993 -2.136981 0.528817  -0.64
C 2.801502 -0.368277 -0.513826  1.50
C 3.239262 0.980897 -0.478024  -0.96
C 4.233342 1.387833 -1.313643  -0.82
C 4.828733 0.480453 -2.225482  0.68
C 5.859851 0.892592 -3.103665  -1.00
C 6.396221 0.016653 -4.000310  -0.66
C 5.922034 -1.312020 -4.064811  -0.96
C 4.934074 -1.738313 -3.226228  -1.18
C 4.366348 -0.852780 -2.274698  1.25
C 3.321393 -1.284973 -1.397541  -1.04
C 2.848959 -2.693872 -1.510271  0.50
C 3.587831 -3.739630 -0.890559  0.89
C 4.731792 -3.485799 -0.092262  -0.76
C 5.411180 -4.514500 0.495806  -0.92
C 4.983362 -5.848798 0.321186  -0.66
C 3.877336 -6.116582 -0.432834  -1.10
C 3.152226 -5.070844 -1.052347  0.59
C 1.998889 -5.327978 -1.840467  -1.14
C 1.313721 -4.315986 -2.436093  -0.78
C 1.741048 -2.975317 -2.264906  0.99
S 0.947182 -1.608758 -3.072757  -0.22
O 0.522014 1.585984 -2.452571  -0.70
C -0.759902 -2.070099 -3.169474  0.74
C -1.443253 -2.674013 -2.114326  -0.12
C -2.778901 -3.002522 -2.264675  -0.84
C -3.474105 -2.710462 -3.438863  1.06
C -4.915194 -3.108415 -3.602142  -1.52
C -2.791709 -2.059195 -4.458246  -0.85
C -1.442543 -1.754217 -4.337151  -0.99
H 5.555241 -1.583172 5.707608  0.40
H 4.112127 -1.215950 6.639968  0.32
H 5.137940 0.095943 6.060703  0.38
H 3.766610 -2.948279 4.334126  0.47
H 2.436220 -2.859426 2.249420  0.71
H 2.629797 1.428852 2.356527  0.31
H 3.902035 1.324851 4.439973  0.45
H 2.789201 1.687004 0.209355  -0.09
H 4.582298 2.412000 -1.283574  0.53
H 6.211430 1.914949 -3.049983  0.50
H 7.182654 0.337512 -4.669523  0.41
H 6.344282 -1.996096 -4.788051  0.45
H 4.575624 -2.757011 -3.282394  0.55
H 5.066532 -2.465738 0.054220  0.51
H 6.285848 -4.306400 1.098001  0.46
H 5.534175 -6.654939 0.786537  0.42
H 3.535178 -7.134873 -0.568003  0.46
H 1.674793 -6.352872 -1.969997  0.44
H 0.443388 -4.523941 -3.040984  0.62
H -0.928164 -2.885176 -1.185219  0.63
H -3.293549 -3.490060 -1.444769  0.42
H -5.027747 -4.192518 -3.558205  0.34
H -5.312934 -2.769482 -4.557089  0.39
H -5.536218 -2.688186 -2.810430  0.27
H -3.307962 -1.822601 -5.380375  0.39
H -0.913107 -1.292560 -5.161050  0.50
C -0.551144 4.742773 -0.587535  -1.42
C -1.925183 5.029092 -0.051115  0.56
C -2.317946 6.367129 -0.005832  -0.76
C -3.564640 6.756939 0.443438  -0.81
C -4.474316 5.794735 0.853091  -0.95
C -4.109793 4.462241 0.822592  -0.61
C -2.836889 4.062028 0.395249  1.15
P -2.587485 2.248931 0.196396  1.03
C -3.793871 1.477877 1.311547  0.62
C -3.791885 1.987206 2.616016  -0.34
C -4.547824 1.398394 3.612415  -1.00
C -5.308005 0.276639 3.311626  -0.98
C -5.282519 -0.249000 2.032800  -0.35
C -4.520598 0.320141 1.012243  0.17
C -4.496703 -0.360619 -0.327175  -1.18
C -2.937125 2.084765 -1.575779  0.29
C -4.133314 2.441406 -2.184908  -0.63
C -4.209551 2.474335 -3.567289  -0.96
C -3.086339 2.187875 -4.337221  -0.88
C -1.885742 1.852956 -3.733161  -0.48
C -1.812730 1.788847 -2.345354  0.84
C -0.542636 1.415950 -1.637226  0.76
H -0.285373 5.496832 -1.327186  0.61
H -0.469974 3.769121 -1.062256  0.02
H 0.194340 4.781058 0.206396  0.34
H -1.615757 7.116867 -0.347574  0.49
H -3.830770 7.805148 0.458929  0.41
H -5.462550 6.074011 1.191016  0.47
H -4.836647 3.725825 1.134171  0.50
H -3.206292 2.869673 2.849443  0.68
H -4.545641 1.814564 4.610997  0.49
H -5.908990 -0.197058 4.076023  0.41
H -5.850742 -1.143754 1.812573  0.46
H -4.814503 -1.394938 -0.210706  0.56
H -3.500442 -0.382360 -0.769041  -0.31
H -5.168284 0.123750 -1.038228  0.39
H -4.994818 2.709073 -1.584880  0.55
H -5.139682 2.746055 -4.048120  0.48
H -3.149092 2.233604 -5.415986  0.47
H -1.009062 1.634839 -4.326060  0.59
H 1.353042 1.384287 -1.993633  0.32
H -0.667730 0.188291 -1.319387  0.09

Forces on the atoms, in the same order (eV/Å):
0.5 0.6 -0.2
0.0 0.0 0.0
0.0 0.0 0.1
0.1 0.0 0.0
-0.2 0.0 0.1
-0.2 0.0 0.3
0.1 0.0 0.1
0.0 0.0 -0.1
-0.1 -0.1 0.0
0.0 0.0 -0.1
-0.1 -0.1 0.3
0.0 0.1 -0.1
0.0 0.0 0.0
0.0 0.0 0.3
0.0 0.0 0.0
0.0 0.0 0.0
0.0 0.0 0.0
0.0 0.0 0.0
0.0 0.0 0.0
0.0 0.0 0.0
0.0 0.1 0.0
0.0 -0.1 0.0
0.1 0.1 0.0
0.0 0.0 0.0
-0.1 -0.3 -0.4
0.2 0.1 0.0
0.1 -0.1 0.0
-0.1 0.0 0.0
0.1 0.0 0.0
0.0 0.1 0.0
0.0 0.0 0.0
0.0 0.0 0.0
0.0 0.0 0.0
0.0 0.0 0.0
-0.1 -0.1 -0.1
0.0 0.1 0.3
-0.1 0.1 0.0
0.0 0.1 0.1
0.0 0.0 0.0
0.0 0.0 0.0
0.0 0.0 0.0
0.0 0.0 0.0
-0.1 -0.1 -0.1
0.1 0.0 0.1
0.0 0.1 0.0
-0.1 -0.1 -0.1
0.0 0.0 0.0
-0.1 0.1 0.1
-0.1 -0.1 0.0
0.0 0.1 0.0
0.0 0.0 0.0
0.0 0.0 0.0
0.0 0.0 0.0
0.0 0.0 0.0
0.0 0.0 0.0
0.0 0.0 0.0
0.0 0.0 0.0
0.0 0.0 0.0
0.0 0.0 0.0
0.0 0.0 0.0
0.0 0.0 0.0
0.0 0.0 0.0
0.0 0.0 0.0
0.0 0.0 0.0
0.0 0.0 0.0
0.0 0.0 0.0
0.0 0.0 0.0
0.0 0.0 0.0
0.0 0.0 0.0
0.0 0.0 0.0
0.0 0.0 0.0
0.0 0.0 0.0
0.0 0.0 0.0
0.0 0.0 0.0
0.0 0.0 0.0
0.0 0.0 0.0
0.0 0.0 0.0
0.0 0.0 0.0
0.0 0.0 0.0
0.0 0.0 0.0
0.0 0.0 0.0
0.0 0.0 0.0
0.0 0.0 0.0
0.0 0.0 0.0
0.0 0.0 0.0
0.0 0.0 0.0
0.0 0.0 0.0
0.0 -0.1 0.1
-0.1 0.1 -0.2
0.0 0.0 0.0
0.0 0.0 0.0
0.0 0.0 0.0
0.0 0.0 0.0
0.0 0.0 0.0
0.0 0.0 0.0
0.0 0.0 -0.1
0.0 0.1 0.0
0.0 0.0 0.0
0.0 0.0 0.0
0.0 0.0 0.0
-0.1 0.0 0.0
0.1 0.0 0.0
0.0 -0.3 0.0
0.0 0.0 0.0
0.0 0.0 0.0
0.0 0.0 0.0
0.0 0.0 0.0
0.0 0.0 0.0
0.0 0.0 0.0
0.0 0.0 0.0
0.0 0.0 0.0
0.0 0.0 0.0
0.0 0.0 0.0
0.0 0.0 0.0
0.0 0.0 0.0
0.0 0.0 0.0
0.0 0.0 0.0
0.0 0.0 0.0
0.0 0.0 0.0
0.0 0.0 0.0
0.0 0.0 0.0
0.0 -0.1 0.0
0.1 -0.4 -0.6

Properties
multiplicity	3
Kohn-Sham gap (alpha / beta)	6.972 / 5.918	eV
relative energy (zero: lowest compared OMol25 entry of this formula, charge and spin)	0.396	eV
energy	-113694.86562	eV
⟨S²⟩	2.0200
F_max	0.86	eV Å⁻¹
charge	+1
E_HOMO (alpha / beta)	-0.355 / -0.355	Eh